# 1
Molecular formula: C8H12F2GaINO4
Method: DFT, ωB97M-V with the def2-TZVPD basis set

```
! wB97M-V def2-TZVPD RIJCOSX def2/J DEFGRID3
* xyz -1 1
I 1.99 -1.85 -3.55
Ga 2.36 -1.25 -1.03
F -3.28 2.32 -2.89
F 3.38 0.23 -0.85
O -4.70 1.99 -1.17
O -5.43 1.49 0.91
O 0.07 1.35 0.26
O -3.30 2.14 0.56
N 0.64 -0.81 -0.27
C 3.24 -2.75 -0.08
C -2.51 2.37 -0.62
C 4.29 -2.51 0.70
C -0.01 -1.95 0.36
C -4.56 1.84 0.18
C 1.51 0.30 1.82
C -3.58 2.72 -1.63
C 0.67 0.33 0.55
H 1.32 1.21 2.38
H 2.56 0.28 1.54
H 4.99 -1.73 0.41
H 2.86 -3.77 -0.15
H 0.06 -2.81 -0.31
H 0.39 -2.24 1.34
H -3.84 3.78 -1.67
H -1.78 3.15 -0.45
H -1.09 -1.75 0.47
H -1.98 1.46 -0.89
H 4.47 -3.02 1.64
H 1.27 -0.55 2.46
*
```

## Properties
Orbital gap ... 8.02 eV
Energy ... -84086.3448 eV

Atomic partial charges in e from the Löwdin method, atoms 1 to 5: 0.140 -0.089 0.075 -0.321 0.123



# 2
Molecular formula: C2H3O3PS
Method: DFT, ωB97M-V with the def2-TZVPD basis set

```
! wB97M-V def2-TZVPD RIJCOSX def2/J DEFGRID3
* xyz -2 1
S 1.36 -0.58 0.73
P -1.62 0.14 -0.07
O -1.21 1.54 -0.40
O -1.82 -0.17 1.45
O -2.77 -0.40 -0.92
C 2.28 0.30 -0.43
C -0.12 -0.99 0.12
H -0.52 -1.78 0.61
H 1.69 0.83 -1.24
H 2.74 1.10 0.16
*
```

## Properties
Orbital gap (alpha / beta) ... 5.22 / 5.15 eV
Energy ... -28387.1616 eV
Energy above the lowest of the compared OMol25 structures with the same formula, charge and spin ... 3.4252 eV

Atomic partial charges in e from the Löwdin method, atoms 1 to 5: 0.710 0.005 -0.464 -0.481 -0.496



# 3
Molecular formula: C38H84Cl10N8O21
Method: DFT, ωB97M-V with the def2-TZVPD basis set

```
! wB97M-V def2-TZVPD RIJCOSX def2/J DEFGRID3
* xyz 0 1
Cl 3.93 -7.60 0.96
Cl 1.50 3.10 1.64
Cl -5.26 -1.26 0.03
Cl 4.27 1.08 -3.33
Cl 0.61 1.18 -5.65
Cl -3.13 0.80 3.12
Cl -4.04 -2.46 -4.27
Cl -2.43 0.26 -2.94
Cl 1.13 2.29 4.99
Cl 1.60 -5.40 -1.76
O -3.73 -5.48 1.78
O 1.54 8.01 3.46
O 4.98 -3.21 -0.65
O 1.97 -5.75 5.27
O -0.88 0.22 -0.16
O -1.82 -3.03 2.89
O 5.56 -2.50 1.35
O 2.26 7.86 5.45
O 3.78 0.95 1.71
O 1.58 -2.27 -3.35
O -2.90 5.42 0.56
O -5.07 -4.57 4.71
O 0.37 8.11 -0.58
O 2.87 -3.81 5.33
O -4.37 -6.58 4.80
O 1.61 5.00 -3.96
O 0.80 6.64 0.98
O -2.21 6.39 -2.71
O -2.38 6.84 -4.83
O 0.13 -3.95 2.79
O 5.61 1.65 2.50
N 5.32 -2.39 0.16
N 4.55 1.06 2.60
N -0.99 -3.86 3.28
N 1.75 7.38 4.44
N 2.70 -4.89 4.83
N 0.23 7.62 0.54
N -1.81 6.91 -3.72
N -5.20 -5.76 4.48
C 2.21 1.74 -5.07
C -2.53 4.40 -0.33
C -4.19 -0.09 0.88
C 1.44 -0.31 -0.39
C -0.65 -1.00 0.54
C 0.10 2.24 2.48
C 3.15 5.15 -2.26
C 1.27 5.94 4.39
C -3.56 -5.04 0.44
C 0.67 1.35 3.55
C -3.82 3.70 -0.76
C 2.57 -7.27 -0.06
C 2.50 -5.75 -0.30
C 1.42 -3.59 -5.18
C -0.73 8.27 1.50
C 2.49 1.14 -3.73
C -1.36 -4.80 4.44
C 5.51 -1.00 -0.41
C 0.71 -1.61 0.04
C 3.00 5.02 -3.79
C 2.90 -3.53 -4.80
C 1.96 4.32 -1.73
C 0.30 0.60 -0.87
C 0.87 -2.34 -4.56
C -2.39 -5.92 -0.17
C 4.13 0.63 3.94
C -6.37 -6.10 3.64
C -4.81 4.08 0.31
C 0.84 4.45 -2.79
C -3.30 -6.78 1.77
C -3.23 -1.11 -5.19
C -0.56 7.65 -3.70
C 3.67 -5.29 3.72
C -4.06 -0.53 2.31
C 2.96 -2.59 -3.59
C -4.05 4.99 1.30
C -1.96 -6.74 1.05
C -3.43 0.21 -4.43
H -1.38 -7.67 0.78
H 0.12 5.17 -2.39
H 1.25 -2.24 0.71
H -3.65 4.35 2.15
H 4.14 4.78 -1.88
H 1.95 1.78 -3.01
H 2.30 3.32 -1.54
H -3.45 -1.40 2.51
H -0.20 -2.44 -4.24
H -2.20 -1.27 -5.36
H 2.15 2.82 -5.03
H -6.06 -5.93 2.61
H -4.47 0.26 -4.12
H -0.10 8.81 2.21
H 3.40 5.87 -4.32
H 2.20 -0.50 -1.12
H 3.12 6.20 -2.02
H 0.16 3.65 -3.09
H 2.02 -5.20 0.52
H -1.32 -6.18 1.73
H -1.41 8.89 0.94
H 0.82 -4.45 -4.75
H -2.85 -6.40 -0.97
H 1.39 5.62 3.32
H 0.14 7.02 -4.16
H 1.66 -7.56 0.39
H -3.20 1.06 -5.04
H 5.52 -1.26 -1.49
H -0.83 -4.44 5.33
H 5.08 0.57 4.53
H 2.93 1.41 -5.79
H -4.98 -0.65 2.80
H 1.59 4.65 -0.77
H -4.57 -5.29 -0.06
H -1.91 3.68 0.24
H -3.24 -7.10 2.82
H -0.32 7.85 -2.64
H -7.11 -5.35 3.86
H 3.49 -5.40 -0.54
H 2.21 0.11 -3.63
H -3.74 -1.15 -6.13
H 3.57 4.18 -4.14
H 3.28 -4.52 -4.58
H 0.07 0.54 -1.94
H -2.43 -4.81 4.60
H 1.94 0.13 0.45
H 3.49 -3.17 -5.57
H -0.57 -0.82 1.64
H 0.44 -2.22 -0.84
H -5.77 4.44 -0.08
H 0.15 5.96 4.56
H 0.46 1.63 -0.71
H -1.91 4.79 -1.17
H 3.94 -4.32 3.24
H 2.70 -7.81 -1.05
H 1.31 -3.79 -6.27
H -3.77 2.61 -0.87
H 3.33 -3.11 -2.70
H 3.10 -5.94 3.00
H -4.60 0.89 0.81
H 3.65 -1.76 -3.85
H -4.06 -7.39 1.22
H -0.80 8.68 -4.18
H 1.74 5.38 5.16
H -0.44 1.66 1.77
H 4.69 -0.40 -0.14
H -3.34 -3.94 0.48
H -6.65 -7.15 3.82
H 0.99 -1.48 -5.21
H 3.55 1.47 4.39
H -1.56 -1.59 0.42
H -4.88 3.19 0.95
H 3.60 -0.27 4.00
H -0.42 3.08 2.98
H -4.09 4.21 -1.74
H 4.45 -5.83 4.20
H -4.55 5.88 1.72
H -3.27 -0.15 0.36
H -0.11 0.67 3.94
H -1.62 -5.23 -0.49
H 1.47 0.71 3.19
H 6.42 -0.57 -0.04
H -1.20 7.46 2.02
H -1.02 -5.85 4.36
*
```

## Properties
Orbital gap ... 9.30 eV
Energy ... -220885.9420 eV
Energy above the lowest of the compared OMol25 structures with the same formula, charge and spin ... 0.0000 eV

Atomic partial charges in e from the Löwdin method, atoms 1 to 5: 0.627 0.601 0.556 0.560 0.594



# 4
Molecular formula: C31H26BeI2N2OSSb
Method: DFT, ωB97M-V with the def2-TZVPD basis set

```
! wB97M-V def2-TZVPD RIJCOSX def2/J DEFGRID3
* xyz 1 1
I 5.66 -1.90 5.95
I 0.22 0.38 6.30
Sb -1.68 -0.43 -1.43
S -1.17 -0.28 0.79
O 0.64 0.10 3.06
N 1.15 1.94 1.08
N 2.12 -0.34 0.75
C 2.33 -1.63 1.50
C 1.24 2.22 -3.29
C 3.16 3.09 1.68
C -5.58 0.02 0.44
C -4.65 -1.13 -1.90
C 2.49 1.98 1.26
C 0.94 4.15 1.88
C 1.58 -0.54 3.68
C 0.57 1.05 -2.83
C 3.80 -1.51 5.06
C -4.32 0.42 -0.05
C -1.26 -3.34 -1.81
C 2.86 -0.74 5.73
C -6.29 -1.01 -0.15
C 0.43 3.05 1.30
C -3.84 -0.22 -1.18
C 0.49 3.40 -3.35
C 1.68 -0.38 5.09
C 3.20 0.70 0.87
C -0.58 -2.07 -3.81
C 2.37 4.23 2.09
C -5.82 -1.60 -1.35
C 2.55 -1.39 3.02
C -1.13 -4.54 -2.57
C -0.55 -4.50 -3.85
C -0.87 3.39 -3.08
C -0.26 -3.27 -4.46
C 3.61 -1.87 3.73
C -0.76 1.10 -2.48
C -1.10 -2.14 -2.52
C -1.51 2.27 -2.62
Be 0.64 0.38 1.50
H -7.25 -1.37 0.28
H 2.83 5.13 2.47
H 4.30 -2.58 3.29
H 0.12 -3.21 -5.47
H -0.31 -1.07 -4.26
H -3.73 1.21 0.47
H 3.98 0.36 1.58
H -1.45 4.31 -3.32
H 0.27 4.88 2.26
H -2.61 2.35 -2.47
H -6.36 -2.41 -1.89
H 4.23 3.09 1.74
H -1.58 -5.42 -2.08
H -4.38 -1.30 -2.95
H 2.29 2.16 -3.58
H -5.90 0.53 1.35
H 1.46 -2.25 1.34
H 3.01 -0.43 6.73
H 1.21 0.15 -2.72
H 2.01 -0.52 -0.23
H -0.23 -5.43 -4.36
H -1.59 -3.34 -0.75
H 3.21 -2.08 1.09
H 3.73 0.85 -0.09
H -0.61 2.97 1.05
H 1.01 4.39 -3.52
*
```

## Properties
Orbital gap ... 6.72 eV
Energy ... -71568.0449 eV
Energy above the lowest of the compared OMol25 structures with the same formula, charge and spin ... 0.0000 eV

Atomic partial charges in e from the Löwdin method, atoms 1 to 5: 0.856 0.970 1.359 0.395 -0.137



# 5
Molecular formula: C5H6NPS2
Method: DFT, ωB97M-V with the def2-TZVPD basis set

```
! wB97M-V def2-TZVPD RIJCOSX def2/J DEFGRID3
* xyz 0 1
S 1.17 2.78 -0.24
S -3.68 -0.33 -0.36
P -2.19 1.02 -0.02
N -0.42 0.48 0.00
C 1.89 -1.12 -0.09
C 1.97 0.25 -0.15
C -0.47 -0.89 0.18
C 0.87 1.10 -0.07
C 0.54 -1.77 0.09
H -2.07 2.23 -0.66
H -1.37 -1.36 0.30
H 0.29 -2.83 -0.02
H -2.33 1.32 1.30
H 2.96 0.69 -0.16
H 2.84 -1.56 -0.11
*
```

## Properties
Orbital gap ... 7.63 eV
SMILES ... S=[PH2]n1ccccc1=S
Energy ... -37729.9756 eV
Energy above the lowest of the compared OMol25 structures with the same formula, charge and spin ... 1.3028 eV

Atomic partial charges in e from the Löwdin method, atoms 1 to 5: 0.545 0.125 0.505 -0.199 -0.002



# 6
Molecular formula: CH8N2S
Method: DFT, ωB97M-V with the def2-TZVPD basis set

```
! wB97M-V def2-TZVPD RIJCOSX def2/J DEFGRID3
* xyz -1 2
S -2.21 -0.04 -0.19
N 1.80 1.16 0.11
N 1.21 -1.25 0.44
C 1.87 -0.24 -0.36
H 0.23 -1.05 0.61
H 1.75 1.12 1.12
H -3.32 0.48 0.47
H 1.68 -1.44 1.31
H 2.91 -0.54 -0.45
H 0.90 1.53 -0.19
H -1.68 1.18 -0.44
H 1.45 -0.29 -1.36
*
```

## Properties
Orbital gap (alpha / beta) ... 3.15 / 9.24 eV
<S²> ... 0.751
Energy ... -14980.9804 eV
Energy above the lowest of the compared OMol25 structures with the same formula, charge and spin ... 0.0000 eV

Atomic partial charges in e from the Löwdin method, atoms 1 to 5: -0.061 -0.040 -0.045 -0.434 -0.037



# 7
Molecular formula: C16H19OS
Method: DFT, ωB97M-V with the def2-TZVPD basis set

```
! wB97M-V def2-TZVPD RIJCOSX def2/J DEFGRID3
* xyz 0 2
S 4.46 -2.48 0.84
O -5.25 2.21 -1.85
C 4.73 -1.92 2.39
C -2.79 0.89 -0.87
C 0.66 -1.99 1.27
C -4.35 1.91 -2.59
C -3.31 0.83 -2.31
C -1.21 -0.19 0.85
C -2.92 1.70 -4.58
C -0.20 -1.15 1.10
C -2.23 0.97 -3.41
C -1.76 -0.20 -0.58
C 5.13 -2.35 4.73
C 5.15 -0.98 4.98
C -4.04 2.54 -3.93
C 4.97 -0.09 3.95
C 4.93 -2.81 3.45
C 4.76 -0.54 2.66
H -3.64 0.80 -0.18
H -2.21 -1.18 -0.79
H -0.81 0.81 1.06
H -2.23 2.32 -5.16
H -4.95 2.59 -4.54
H -0.93 -0.11 -1.29
H -2.03 -0.33 1.56
H -1.82 0.00 -3.71
H 5.27 -3.05 5.54
H 5.30 -0.63 5.99
H -3.35 0.97 -5.28
H -1.40 1.57 -3.04
H 4.62 0.15 1.85
H -3.70 3.57 -3.77
H -2.36 1.88 -0.67
H 4.98 0.97 4.14
H 4.92 -3.87 3.25
H -3.82 -0.14 -2.45
H 1.43 -2.71 1.39
*
```

## Properties
Orbital gap (alpha / beta) ... 9.47 / 6.75 eV
<S²> ... 0.777
Energy ... -29780.3175 eV
Energy above the lowest of the compared OMol25 structures with the same formula, charge and spin ... 0.0000 eV

Atomic partial charges in e from the Löwdin method, atoms 1 to 5: 0.737 0.105 -0.780 -0.172 0.117



# 8
Molecular formula: C4H6CeLiO2
Method: DFT, ωB97M-V with the def2-TZVPD basis set

```
! wB97M-V def2-TZVPD RIJCOSX def2/J DEFGRID3
* xyz 3 3
Ce -1.18 1.81 0.65
O -1.37 -2.29 3.52
O -1.36 0.16 -1.05
C -0.76 -0.37 2.19
C -0.69 -1.61 0.52
C -1.72 -1.03 3.17
C -0.87 -0.76 -0.55
Li -0.30 1.97 -1.49
H 0.33 -2.00 0.59
H 0.32 -0.22 2.09
H -0.90 0.65 2.58
H -1.44 -2.40 0.56
H -2.05 -2.77 3.99
H -2.44 -0.43 3.73
*
```

## Properties
Orbital gap (alpha / beta) ... 5.90 / 5.80 eV
<S²> ... 2.004
Energy ... -21433.4784 eV

Atomic partial charges in e from the Löwdin method, atoms 1 to 5: 1.740 0.152 -0.061 -0.209 0.077



# 9
Molecular formula: C6H15N4
Method: DFT, ωB97M-V with the def2-TZVPD basis set

```
! wB97M-V def2-TZVPD RIJCOSX def2/J DEFGRID3
* xyz 1 1
N -0.52 0.38 1.62
N -3.36 -0.24 0.66
N 2.06 1.44 -0.61
N 1.00 1.45 0.38
C 1.78 -1.57 0.55
C 0.74 -0.86 -1.55
C -2.39 1.43 -0.95
C -2.97 0.61 -0.24
C 0.29 0.38 0.60
C 0.60 -0.89 -0.04
H 1.62 -0.54 -2.06
H 1.84 -2.66 0.39
H -0.03 -0.23 -2.01
H 2.55 2.36 -0.75
H 0.65 -1.84 -1.91
H -3.17 -1.25 0.56
H 2.62 0.59 -0.35
H 0.69 2.39 0.52
H 1.79 -1.55 1.66
H -1.43 -0.08 1.59
H -4.17 -0.04 1.21
H 2.69 -1.13 0.07
H -0.71 1.27 2.04
H -1.83 2.09 -1.50
H -0.35 -1.49 0.12
*
```

## Properties
Orbital gap ... 9.33 eV
Energy ... -12415.9418 eV
Energy above the lowest of the compared OMol25 structures with the same formula, charge and spin ... 3.2271 eV

Atomic partial charges in e from the Löwdin method, atoms 1 to 5: 0.224 0.052 0.081 0.084 -0.046



# 10
Molecular formula: C3H8N2O
Method: DFT, ωB97M-V with the def2-TZVPD basis set

```
! wB97M-V def2-TZVPD RIJCOSX def2/J DEFGRID3
* xyz 0 1
O -2.65 0.51 0.06
N 0.77 0.23 -0.30
N -0.42 -0.04 0.26
C -0.20 -0.22 1.68
C 1.01 -0.49 -1.62
C -1.50 0.79 -0.02
H -1.23 1.55 -0.73
H 0.09 -0.45 -2.16
H -1.19 -0.57 2.11
H 1.61 0.54 0.13
H 0.15 0.65 2.17
H 0.51 -1.05 1.92
H 1.31 -1.50 -1.35
H 1.73 0.05 -2.15
*
```

## Properties
Orbital gap ... 9.25 eV
SMILES ... CNN(C)C=O
Energy ... -8266.0039 eV
Energy above the lowest of the compared OMol25 structures with the same formula, charge and spin ... 3.3221 eV

Atomic partial charges in e from the Löwdin method, atoms 1 to 5: 0.072 -0.124 -0.211 -0.064 -0.040



# 11
Molecular formula: C5H14N2O
Method: DFT, ωB97M-V with the def2-TZVPD basis set

```
! wB97M-V def2-TZVPD RIJCOSX def2/J DEFGRID3
* xyz 0 1
O 0.72 0.51 2.48
N -0.08 0.44 -1.01
N -1.58 0.01 -2.66
C 0.96 0.42 1.12
C -1.13 1.04 -1.70
C -0.29 -0.05 0.39
C -0.61 -1.52 0.74
C 2.09 -0.52 0.73
H -1.10 0.51 0.90
H -0.03 -1.85 1.64
H -0.69 1.93 -2.26
H 1.85 -1.58 0.40
H -1.70 -1.66 0.70
H 1.17 1.50 0.90
H 0.48 -0.18 -1.63
H -2.22 -0.65 -2.15
H 2.82 -0.63 1.55
H -2.08 0.37 -3.48
H 0.83 -0.35 3.00
H -1.99 1.39 -1.21
H -0.23 -2.19 -0.04
H 2.65 -0.08 -0.10
*
```

## Properties
Orbital gap ... 9.23 eV
SMILES ... C[C@H](O)[C@H](C)NCN
Energy ... -10438.1954 eV
Energy above the lowest of the compared OMol25 structures with the same formula, charge and spin ... 2.8326 eV

Atomic partial charges in e from the Löwdin method, atoms 1 to 5: -0.062 -0.037 -0.017 -0.470 -0.342



# 12
Molecular formula: C7H11NO3
Method: DFT, ωB97M-V with the def2-TZVPD basis set

```
! wB97M-V def2-TZVPD RIJCOSX def2/J DEFGRID3
* xyz 0 1
O 1.22 -1.06 -0.86
O 2.61 0.66 -0.44
O -1.35 0.40 -1.52
N -0.64 1.46 -1.16
C -1.10 0.31 0.68
C 1.86 0.05 -1.16
C 1.54 -1.57 0.41
C -2.17 -1.75 -0.41
C 0.27 2.54 0.88
C -1.66 -0.32 -0.39
C -0.53 1.49 0.13
H 2.51 -2.15 0.59
H -2.14 -1.98 0.61
H 0.97 2.08 1.59
H -1.34 -2.22 -0.88
H 0.78 3.06 0.12
H 1.60 -0.64 1.15
H -0.37 3.21 1.48
H -3.08 -2.00 -1.04
H -1.13 0.02 1.68
H 1.51 0.48 -2.17
H 0.65 -2.08 0.72
*
```

## Properties
Orbital gap ... 10.28 eV
SMILES ... Cc1cc(C)on1.COC=O
Energy ... -15067.6575 eV
Energy above the lowest of the compared OMol25 structures with the same formula, charge and spin ... 2.9854 eV

Atomic partial charges in e from the Löwdin method, atoms 1 to 5: -0.075 0.056 0.002 0.066 -0.004



# 13
Molecular formula: C4H15N6
Method: DFT, ωB97M-V with the def2-TZVPD basis set

```
! wB97M-V def2-TZVPD RIJCOSX def2/J DEFGRID3
* xyz 1 1
N 1.01 -0.10 -1.15
N 1.64 2.02 0.02
N -1.66 -1.93 -1.56
N -1.85 -0.77 1.87
N -2.66 -0.11 -2.18
N 0.66 0.23 1.15
C 1.02 1.53 1.02
C 1.81 1.07 -1.11
C 1.11 -0.73 0.12
C -1.78 -0.65 -1.43
H 2.10 -1.07 0.51
H -2.06 -2.58 -2.27
H 2.84 0.63 -0.97
H -2.32 -1.22 1.06
H 2.04 2.95 0.07
H 0.33 -1.60 0.27
H 1.66 1.52 -2.11
H -2.88 0.84 -2.20
H 0.02 -0.08 -1.39
H -1.24 -1.56 2.24
H -2.67 -0.79 2.48
H 0.89 2.19 1.82
H -3.43 -0.60 -2.62
H -0.15 -0.05 1.64
H -0.96 -2.38 -0.91
*
```

## Properties
Orbital gap ... 9.28 eV
Energy ... -13324.0781 eV
Energy above the lowest of the compared OMol25 structures with the same formula, charge and spin ... 0.0000 eV

Atomic partial charges in e from the Löwdin method, atoms 1 to 5: -0.042 0.116 0.056 0.003 0.090